[1]
C50H42MoN4P2SSi | ωB97M-V/def2-TZVPD

```
101
Properties=species:S:1:pos:R:3:forces:R:3:lowdin_charge:R:1
Mo 0.213 0.139 -0.499 0.196 -0.419 0.227 0.8910
C -1.168 0.415 3.042 0.014 -0.002 0.044 -0.1643
Si 0.290 -0.341 2.124 -0.009 -0.026 0.103 0.5844
C 1.878 0.272 2.888 0.034 0.017 -0.034 -0.3146
C 2.097 0.382 4.262 -0.001 -0.015 0.010 -0.0706
C 3.310 0.857 4.740 -0.022 -0.003 0.022 -0.0433
C 4.313 1.236 3.856 0.022 0.005 -0.028 -0.0407
C 4.112 1.141 2.488 0.001 -0.002 0.017 -0.0445
C 2.895 0.653 2.016 -0.023 -0.023 0.022 -0.3815
P 2.546 0.453 0.256 -0.147 0.134 -0.104 0.9590
C 3.272 -1.120 -0.266 0.006 0.003 -0.009 -0.3582
C 3.503 -2.136 0.661 -0.021 -0.015 -0.018 -0.0709
C 4.088 -3.325 0.248 0.004 0.013 0.008 -0.0537
C 4.453 -3.495 -1.080 0.005 -0.005 -0.001 -0.0628
C 4.211 -2.489 -2.009 -0.023 -0.027 -0.024 -0.0626
C 3.609 -1.308 -1.609 -0.015 -0.015 -0.009 -0.1079
C 3.499 1.757 -0.559 0.025 0.008 0.014 -0.3868
C 4.847 1.557 -0.856 0.009 -0.010 -0.010 -0.0919
C 5.603 2.599 -1.374 0.002 0.013 -0.002 -0.0488
C 5.024 3.842 -1.583 0.008 -0.004 0.000 -0.0479
C 3.684 4.047 -1.281 -0.003 0.002 0.004 -0.0512
C 2.923 3.007 -0.775 -0.020 0.000 -0.008 -0.1151
C 0.082 -2.192 2.400 -0.055 -0.011 -0.072 -0.3007
C 0.597 -2.963 3.440 0.015 0.006 0.003 -0.0623
C 0.127 -4.253 3.648 0.010 0.005 0.019 -0.0404
C -0.873 -4.788 2.840 -0.015 -0.017 -0.010 -0.0446
C -1.390 -4.046 1.790 -0.005 0.004 0.009 -0.0557
C -0.890 -2.765 1.576 0.057 0.028 0.033 -0.3945
P -1.284 -1.769 0.141 -0.052 0.133 -0.054 0.9825
C -3.048 -1.844 -0.230 -0.004 0.004 0.027 -0.3472
C -3.909 -1.043 0.520 -0.006 -0.003 -0.018 -0.0847
C -5.280 -1.165 0.365 0.000 0.013 0.003 -0.0650
C -5.797 -2.076 -0.546 0.001 -0.003 -0.005 -0.0565
C -4.943 -2.867 -1.304 -0.003 -0.003 -0.004 -0.0550
C -3.569 -2.758 -1.146 0.009 -0.021 -0.009 -0.0787
C -0.386 -2.514 -1.245 0.032 0.007 0.030 -0.3999
C 0.576 -3.513 -1.047 0.015 -0.001 -0.006 -0.0571
C 1.214 -4.074 -2.139 0.019 0.009 0.011 -0.0526
C 0.928 -3.629 -3.425 -0.013 0.020 -0.010 -0.0329
C 0.002 -2.616 -3.630 0.017 -0.031 -0.011 -0.0545
C -0.657 -2.063 -2.545 -0.011 -0.009 0.006 -0.1620
H -1.460 -0.269 3.843 0.001 -0.004 -0.009 0.0548
H -2.038 0.587 2.412 -0.035 -0.003 -0.013 0.0039
H -0.898 1.374 3.485 -0.001 -0.041 -0.008 0.0301
H 1.316 0.112 4.964 0.006 0.003 -0.004 0.1151
H 3.472 0.946 5.806 -0.003 -0.003 -0.005 0.1182
H 5.252 1.617 4.235 -0.002 -0.002 -0.004 0.1187
H 4.889 1.456 1.804 0.005 0.001 -0.001 0.1087
H 3.253 -1.992 1.705 0.002 0.005 0.014 0.1055
H 4.284 -4.106 0.970 0.002 0.004 -0.001 0.1172
H 4.938 -4.411 -1.393 -0.005 0.005 0.001 0.1188
H 4.501 -2.622 -3.043 0.000 0.000 0.008 0.1199
H 3.447 -0.516 -2.332 0.000 -0.015 0.007 0.0882
H 5.310 0.592 -0.693 -0.001 0.025 0.005 0.1136
H 6.646 2.437 -1.611 -0.005 0.002 0.003 0.1172
H 5.617 4.653 -1.986 -0.003 -0.007 0.002 0.1171
H 3.231 5.015 -1.446 0.002 -0.005 0.000 0.1159
H 1.873 3.171 -0.561 0.013 -0.004 -0.021 0.0760
H 1.354 -2.555 4.101 -0.007 -0.007 -0.006 0.1080
H 0.529 -4.847 4.459 -0.002 0.006 -0.001 0.1183
H -1.240 -5.788 3.027 0.000 0.006 -0.004 0.1184
H -2.156 -4.462 1.146 0.003 -0.004 0.004 0.1194
H -3.515 -0.334 1.236 0.026 0.026 0.023 0.0884
H -5.945 -0.551 0.959 0.003 -0.006 -0.002 0.1183
H -6.868 -2.175 -0.664 0.005 -0.002 -0.002 0.1195
H -5.346 -3.580 -2.011 -0.001 0.003 0.004 0.1187
H -2.911 -3.394 -1.726 0.005 0.006 -0.001 0.1107
H 0.799 -3.864 -0.047 -0.004 0.005 -0.011 0.1119
H 1.931 -4.868 -1.988 0.006 0.003 -0.001 0.1174
H 1.427 -4.079 -4.273 -0.002 0.003 0.007 0.1225
H -0.218 -2.269 -4.630 0.004 -0.001 -0.001 0.1214
H -1.417 -1.306 -2.710 -0.025 -0.005 0.003 0.0853
S 0.949 0.938 -2.633 -0.082 0.111 -0.025 0.6898
C -0.395 2.055 -2.662 0.050 0.018 0.049 -0.7784
N -0.714 2.590 -3.849 0.038 0.011 0.031 0.0866
N -1.907 3.047 -4.034 -0.034 0.019 0.018 0.0810
C -3.108 2.686 -3.339 -0.033 -0.001 -0.002 -0.2439
C -3.361 1.342 -3.090 -0.009 -0.037 -0.007 -0.0309
C -4.536 0.984 -2.457 -0.002 0.001 0.002 -0.0601
C -5.453 1.962 -2.085 0.009 -0.001 0.000 -0.0607
C -5.198 3.297 -2.363 -0.001 -0.001 0.000 -0.0546
C -4.018 3.668 -2.997 0.016 0.020 0.023 -0.0086
N -1.015 2.485 -1.558 0.072 0.105 -0.092 0.0581
N -0.611 1.942 -0.437 -0.058 -0.011 -0.104 -0.2020
C -1.011 2.698 0.719 0.005 -0.016 0.010 -0.2846
C -2.350 3.026 0.887 -0.014 -0.006 -0.007 -0.0257
C -2.722 3.770 1.994 0.001 -0.001 0.004 -0.0498
C -1.762 4.195 2.907 0.007 0.008 0.005 -0.0553
C -0.427 3.872 2.717 -0.008 0.025 -0.010 -0.0617
C -0.044 3.113 1.620 0.020 -0.004 -0.001 -0.0555
H -2.001 3.584 -4.887 0.005 -0.013 -0.046 0.1759
H -2.653 0.589 -3.415 0.003 0.008 -0.017 0.1060
H -4.747 -0.062 -2.274 -0.004 0.013 0.005 0.0924
H -6.378 1.679 -1.600 0.004 0.004 -0.001 0.1129
H -5.917 4.057 -2.090 0.000 -0.006 -0.005 0.1172
H -3.805 4.709 -3.205 -0.004 -0.008 0.001 0.1256
H -3.079 2.702 0.152 0.003 0.004 0.004 0.1092
H -3.762 4.029 2.143 0.004 0.000 -0.003 0.1157
H -2.058 4.786 3.763 0.003 -0.004 -0.003 0.1167
H 0.323 4.215 3.419 -0.002 -0.003 -0.003 0.1199
H 0.999 2.862 1.462 -0.028 0.011 0.018 0.0924
```
Positions in Å, forces in eV/Å.

Properties
net charge = +2
HOMO level (alpha / beta) = -12.717 / -13.162 eV
multiplicity = 3
relative energy (zero: lowest compared OMol25 entry of this formula, charge and spin) = 0.00 kcal/mol
electronic energy = -97625.0974 eV
expectation value of S² = 2.28

[2]
C3H6N2O | ωB97M-V/def2-TZVPD

```
12
Properties=species:S:1:pos:R:3:forces:R:3:lowdin_charge:R:1
C 1.437 1.147 -0.701 0.021 0.148 -0.101 -0.1512
N 1.579 -0.095 0.034 -0.335 -0.222 0.001 -0.0189
C 0.529 -0.708 0.385 0.196 -0.064 -0.020 -0.2361
N -0.789 -0.295 0.191 -0.068 0.136 -0.079 0.0763
C -1.918 -0.952 0.629 -0.104 0.063 -0.046 -0.3327
O -3.040 -0.560 0.407 0.431 -0.150 0.112 0.0427
H 2.425 1.477 -1.028 -0.182 -0.004 0.056 0.0691
H 0.814 1.011 -1.598 0.086 0.075 0.083 0.0788
H 0.994 1.952 -0.096 0.058 -0.138 -0.038 0.0820
H 0.636 -1.683 0.863 -0.156 0.144 0.117 0.1216
H -0.968 0.573 -0.298 0.042 -0.070 0.022 0.1329
H -1.700 -1.866 1.211 0.011 0.082 -0.108 0.1354
```
Positions in Å, forces in eV/Å.

Properties
net charge = 0
SMILES = C/N=C\NC=O
HOMO level = -9.929 eV
relative energy (zero: lowest compared OMol25 entry of this formula, charge and spin) = 23.79 kcal/mol
electronic energy = -8235.6670 eV

[3]
C41H54As2BN13OSW | ωB97M-V/def2-TZVPD

```
114
Properties=species:S:1:pos:R:3:forces:R:3:lowdin_charge:R:1
W -0.577 -0.529 -0.019 -0.007 0.077 0.113 1.5465
C -1.042 -1.158 -4.138 0.006 0.026 0.013 -0.0061
C 0.220 -0.778 -3.430 -0.120 -0.116 0.052 -0.3000
C 1.370 -0.359 -4.096 -0.003 0.013 -0.148 0.0260
C 2.356 -0.329 -3.141 0.143 -0.121 0.033 -0.0265
N 1.811 -0.695 -1.975 0.221 0.147 0.100 0.0135
N 0.492 -0.946 -2.119 -0.232 0.341 -0.012 -0.0149
B 2.561 -1.393 -0.822 0.044 -0.086 0.103 -0.6817
N 2.558 -0.523 0.456 -0.327 -0.050 -0.059 0.0315
C 3.574 -0.236 1.281 -0.032 -0.330 0.269 -0.0126
C 3.076 -0.140 2.561 -0.064 0.099 -0.056 0.0170
C 1.701 -0.352 2.455 0.237 -0.197 -0.032 -0.3274
C 0.772 -0.353 3.617 0.057 -0.076 -0.017 -0.0389
N 1.382 -0.599 1.168 0.104 0.763 -0.196 -0.0769
N 1.698 -2.651 -0.449 0.070 -0.052 0.022 0.0425
C 2.149 -3.893 -0.244 0.037 0.009 0.006 -0.0135
C 1.095 -4.697 0.128 0.013 -0.005 0.055 0.0252
C -0.008 -3.850 0.159 -0.054 -0.046 -0.053 -0.3125
C -1.411 -4.292 0.400 0.036 0.009 -0.049 -0.0367
N 0.359 -2.602 -0.173 0.006 0.000 -0.025 -0.0368
N 3.933 -1.759 -1.298 0.016 0.085 0.063 -0.0176
C 4.290 -2.691 -2.230 -0.050 0.001 0.028 -0.0759
C 5.505 -2.339 -2.737 0.059 -0.012 -0.075 0.0077
C 5.836 -1.123 -2.091 0.072 0.075 0.015 -0.3333
C 7.063 -0.291 -2.271 -0.041 -0.028 0.005 -0.0177
N 4.881 -0.767 -1.250 -0.014 -0.098 0.000 0.1059
H -0.763 -1.721 -5.029 -0.005 0.019 -0.014 0.1045
H -1.606 -0.291 -4.486 -0.005 -0.003 0.024 0.0805
H -1.674 -1.806 -3.541 0.021 -0.008 -0.010 0.0616
H 1.477 -0.189 -5.155 -0.005 0.003 0.022 0.1285
H 3.418 -0.147 -3.216 -0.029 -0.009 -0.007 0.1354
H 4.573 -0.176 0.884 0.005 -0.020 0.020 0.1216
H 3.617 0.084 3.465 -0.001 -0.008 -0.023 0.1306
H -0.106 0.255 3.429 -0.127 -0.038 0.010 0.0355
H 0.470 -1.375 3.852 -0.002 0.047 0.010 0.0697
H 1.292 0.054 4.482 0.007 0.001 -0.003 0.1039
H 3.194 -4.125 -0.368 -0.036 -0.003 0.015 0.1361
H 1.112 -5.754 0.335 0.007 0.026 -0.005 0.1276
H -1.439 -5.082 1.149 0.007 -0.023 -0.019 0.1019
H -1.832 -4.715 -0.516 -0.018 -0.012 -0.002 0.1003
H -2.052 -3.483 0.733 0.068 -0.013 -0.089 -0.0060
H 3.657 -3.530 -2.474 0.021 0.020 0.008 0.1251
H 6.093 -2.881 -3.459 -0.013 0.020 0.017 0.1191
H 7.956 -0.914 -2.261 -0.006 -0.003 0.012 0.0891
H 7.145 0.447 -1.476 -0.013 0.003 -0.004 0.0786
H 7.043 0.232 -3.228 -0.002 -0.014 -0.007 0.0849
S -2.778 0.532 0.694 -0.221 -0.017 0.332 0.7477
C -2.740 2.170 1.332 -0.010 0.152 -0.043 -0.6227
C -3.957 2.741 1.715 -0.073 0.018 0.016 -0.1044
C -3.984 4.022 2.236 -0.045 -0.030 -0.019 -0.0397
C -2.813 4.765 2.376 0.030 0.003 0.002 -0.0428
C -1.607 4.209 1.996 -0.050 -0.008 0.025 -0.0936
C -1.580 2.914 1.473 -0.001 -0.020 -0.047 -0.4128
As 0.039 2.078 0.947 0.118 -0.399 -0.290 1.3821
C 1.272 2.635 2.317 0.010 0.030 0.049 -0.3596
C 2.554 3.068 1.991 0.018 -0.026 0.025 -0.0866
C 3.383 3.564 2.986 0.012 -0.009 0.004 -0.0436
C 2.938 3.629 4.299 -0.007 -0.007 -0.007 -0.0367
C 1.652 3.212 4.620 -0.010 -0.004 -0.016 -0.0449
C 0.816 2.719 3.630 0.037 0.101 0.034 -0.1321
C 0.691 3.045 -0.596 0.075 0.072 0.031 -0.3944
C 1.827 2.582 -1.262 -0.013 0.085 -0.010 -0.1267
C 2.282 3.249 -2.392 -0.004 -0.009 -0.008 -0.0405
C 1.604 4.367 -2.861 0.013 -0.002 -0.013 -0.0382
C 0.470 4.824 -2.199 -0.026 0.010 0.008 -0.0562
C 0.006 4.163 -1.068 0.020 0.016 -0.036 -0.0969
H -4.877 2.180 1.605 0.017 0.011 0.012 0.1092
H -4.931 4.452 2.536 0.007 -0.005 -0.001 0.1236
H -2.848 5.767 2.781 0.002 -0.009 -0.006 0.1227
H -0.688 4.771 2.107 0.014 0.004 0.016 0.1228
H 2.914 3.036 0.973 0.009 0.007 -0.011 0.0964
H 4.376 3.911 2.731 -0.011 -0.008 0.004 0.1214
H 3.586 4.023 5.071 -0.008 -0.003 -0.007 0.1223
H 1.294 3.289 5.639 0.005 0.002 -0.011 0.1206
H -0.197 2.433 3.883 -0.012 0.017 0.010 0.1063
H 2.359 1.709 -0.903 0.009 -0.003 0.000 0.0912
H 3.170 2.899 -2.902 -0.005 0.003 0.005 0.1203
H 1.967 4.890 -3.736 -0.008 -0.001 0.006 0.1229
H -0.045 5.708 -2.554 0.007 -0.003 0.003 0.1219
H -0.878 4.523 -0.554 0.016 0.014 -0.018 0.1052
C -5.102 -1.271 -3.300 0.018 -0.014 -0.008 0.0069
N -4.167 -1.757 -2.276 -0.049 -0.064 -0.033 -0.1021
C -4.302 -3.135 -1.807 -0.027 0.012 0.019 0.0043
C -3.141 -1.018 -1.850 0.015 -0.038 0.077 -0.4679
N -2.202 -1.484 -1.052 0.154 0.157 -0.156 -0.0300
N -3.109 0.273 -2.318 0.013 0.094 0.017 0.1549
C -2.057 1.156 -2.258 -0.127 0.053 -0.003 -0.4787
N -2.153 2.223 -3.063 -0.027 0.012 0.006 0.2422
N -1.031 0.969 -1.492 -0.172 -0.159 -0.058 -0.0853
H -5.774 -2.080 -3.564 -0.003 -0.006 0.007 0.1057
H -4.575 -0.975 -4.209 0.012 0.010 0.017 0.1061
H -5.714 -0.448 -2.925 -0.004 -0.006 0.004 0.1089
H -5.285 -3.504 -2.079 0.001 0.001 -0.019 0.1082
H -4.226 -3.178 -0.720 0.007 0.011 0.002 0.0779
H -3.551 -3.788 -2.259 0.008 -0.002 -0.008 0.1097
H -2.279 -2.480 -0.922 0.090 -0.114 -0.045 0.0328
H -3.931 0.589 -2.804 -0.019 0.042 0.025 0.1389
H -2.921 2.358 -3.699 0.011 -0.028 -0.029 0.1357
H -1.486 2.977 -2.974 0.008 0.008 0.016 0.1122
H -0.285 1.629 -1.696 0.047 -0.094 -0.090 0.0476
C -3.874 -2.542 2.159 -0.037 -0.065 0.012 -0.1875
As -2.178 -1.997 2.867 -0.165 0.483 0.125 1.0838
C -2.624 -0.692 4.185 -0.006 0.001 0.032 -0.1612
C -1.297 -3.501 3.651 0.017 -0.004 0.031 -0.1574
O -1.072 -1.313 1.764 0.287 -0.720 -0.162 -0.7256
H -4.512 -2.686 3.033 -0.032 0.026 -0.022 0.0668
H -3.809 -3.485 1.624 -0.049 0.017 0.011 0.0337
H -4.275 -1.745 1.539 -0.029 -0.004 -0.020 0.0199
H -3.394 -1.120 4.827 -0.014 0.015 0.002 0.0667
H -3.011 0.183 3.666 0.010 0.018 0.050 0.0373
H -1.758 -0.437 4.787 0.028 0.020 0.010 0.0463
H -0.964 -3.239 4.653 0.020 -0.015 0.013 0.0600
H -0.442 -3.761 3.031 0.027 -0.023 0.013 0.0468
H -1.996 -4.334 3.707 0.021 -0.019 0.015 0.0630
```
Positions in Å, forces in eV/Å.

Properties
net charge = +3
HOMO level (alpha / beta) = -15.116 / -15.129 eV
multiplicity = 2
relative energy (zero: lowest compared OMol25 entry of this formula, charge and spin) = 20.00 kcal/mol
electronic energy = -199808.7372 eV
expectation value of S² = 0.76

[4]
C24H26AsS4W | ωB97M-V/def2-TZVPD

```
56
Properties=species:S:1:pos:R:3:forces:R:3:lowdin_charge:R:1
W 0.123 1.154 -0.294 0.118 -0.211 -0.009 0.6505
C -3.372 1.510 -0.743 0.007 -0.053 -0.040 -0.4124
C -3.096 1.983 0.671 -0.014 0.035 0.005 -0.4381
S -1.445 2.702 0.968 0.007 -0.007 -0.036 0.8955
C -1.525 4.219 -0.066 -0.006 0.015 0.020 -0.4171
C -0.329 4.401 -0.978 0.009 -0.036 -0.021 -0.4342
S 0.070 2.962 -2.023 0.029 0.139 -0.018 0.8353
C -1.418 2.700 -3.049 0.001 -0.066 0.000 -0.4190
C -1.811 1.234 -3.097 0.018 0.016 0.034 -0.4449
S -2.042 0.465 -1.460 0.058 0.030 0.132 0.8519
H -3.538 2.340 -1.426 -0.006 0.006 0.006 0.0814
H -4.275 0.900 -0.746 -0.019 0.023 -0.009 0.1099
H -3.175 1.176 1.394 0.002 -0.008 0.000 0.0639
H -3.818 2.749 0.958 -0.015 -0.020 0.014 0.1174
H -1.586 5.060 0.625 -0.012 -0.001 0.004 0.1111
H -2.462 4.177 -0.619 0.005 0.017 -0.012 0.0854
H 0.592 4.570 -0.417 -0.006 0.034 0.000 0.0988
H -0.471 5.260 -1.635 -0.004 0.007 0.000 0.1182
H -1.155 3.040 -4.051 -0.022 0.005 -0.007 0.1124
H -2.216 3.342 -2.682 -0.004 -0.002 0.003 0.0836
H -1.043 0.627 -3.579 -0.015 -0.009 -0.020 0.0976
H -2.738 1.095 -3.654 0.004 0.018 -0.025 0.1155
S 2.355 1.494 -0.614 -0.098 0.036 0.008 0.6965
C 3.388 0.139 -0.119 0.058 -0.072 0.029 -0.6234
C 4.754 0.348 0.002 -0.026 0.012 -0.004 -0.0597
C 5.566 -0.730 0.345 0.020 0.020 -0.002 -0.0066
C 5.030 -1.993 0.547 -0.012 -0.034 0.004 -0.0102
C 3.660 -2.206 0.419 -0.034 0.052 -0.005 -0.0424
C 2.850 -1.130 0.095 0.039 -0.045 -0.005 -0.4034
As 0.965 -1.224 -0.086 -0.096 0.111 0.172 1.2848
C 0.233 -0.484 1.562 -0.122 0.089 -0.355 -0.4911
C -1.145 -0.668 1.826 0.089 -0.014 0.120 -0.1372
C -1.681 -0.194 3.015 0.029 0.013 0.043 -0.0561
C -0.872 0.495 3.916 -0.007 -0.016 -0.024 0.0012
C 0.475 0.723 3.641 0.002 -0.008 -0.013 -0.0135
C 1.034 0.235 2.471 -0.025 0.025 0.096 -0.0896
C 0.192 -2.915 -0.444 0.036 0.048 -0.129 -0.3934
C 0.018 -3.274 -1.781 -0.038 -0.070 0.100 -0.0990
C -0.475 -4.538 -2.065 0.006 0.014 -0.018 -0.0363
C -0.782 -5.411 -1.028 -0.014 -0.032 -0.016 -0.0180
C -0.599 -5.040 0.298 0.018 0.038 0.074 -0.0327
C -0.104 -3.781 0.607 -0.011 -0.027 -0.079 -0.0913
H 5.183 1.325 -0.178 0.010 -0.005 0.001 0.1254
H 6.633 -0.577 0.435 0.000 -0.006 0.003 0.1348
H 5.679 -2.823 0.793 0.005 0.005 -0.001 0.1329
H 3.236 -3.193 0.557 0.037 -0.019 0.004 0.1236
H -1.753 -1.254 1.145 0.004 -0.008 -0.010 0.1145
H -2.718 -0.387 3.259 0.003 -0.005 -0.001 0.1343
H -1.294 0.845 4.850 0.007 0.002 0.000 0.1383
H 1.094 1.251 4.354 -0.011 0.001 0.007 0.1362
H 2.093 0.364 2.280 0.003 -0.010 0.000 0.1132
H 0.273 -2.593 -2.583 -0.002 -0.014 -0.020 0.1071
H -0.614 -4.846 -3.092 0.002 0.005 0.001 0.1267
H -1.164 -6.398 -1.256 0.002 0.003 -0.006 0.1303
H -0.833 -5.733 1.095 -0.001 -0.005 -0.009 0.1278
H 0.055 -3.493 1.638 -0.007 -0.017 0.016 0.1141
```
Positions in Å, forces in eV/Å.

Properties
net charge = +3
HOMO level (alpha / beta) = -17.389 / -17.449 eV
multiplicity = 3
relative energy (zero: lowest compared OMol25 entry of this formula, charge and spin) = 0.00 kcal/mol
electronic energy = -131288.6927 eV
expectation value of S² = 2.09